{
  "formula": "C5H10O",
  "method": "ωB97M-V/def2-TZVPD",
  "elements": ["C", "C", "C", "O", "C", "C", "H", "H", "H", "H", "H", "H", "H", "H", "H", "H"],
  "positions_angstrom": [[0.47, 0.99, 1.17], [-0.05, -0.38, 0.68], [-1.61, -0.35, 0.60], [-1.54, -0.24, -0.84], [-0.18, -0.69, -0.82], [0.96, -0.05, -1.61], [1.56, 1.09, 1.11], [0.24, 1.09, 2.24], [0.01, 1.83, 0.65], [0.65, -1.14, 1.07], [-2.11, 0.54, 1.01], [-2.17, -1.24, 0.92], [-0.15, -1.78, -0.97], [0.73, 0.87, -2.16], [1.56, -0.68, -2.28], [1.62, 0.14, -0.77]],
  "de_lowest_kcal_mol": 44.6,
  "homo_lumo_gap_ev": 10.677,
  "total_energy_ev": -7392.830,
  "max_force_ha_per_bohr": 0.027
}



{
  "formula": "C19H26Cl12F9NO7",
  "method": "ωB97M-V/def2-TZVPD",
  "elements": ["C", "C", "O", "C", "O", "C", "F", "F", "F", "H", "H", "H", "H", "H", "C", "C", "O", "C", "O", "C", "F", "F", "F", "H", "H", "H", "H", "H", "C", "C", "O", "C", "O", "C", "F", "F", "F", "H", "H", "H", "H", "H", "Cl", "C", "Cl", "Cl", "H", "Cl", "C", "Cl", "Cl", "H", "Cl", "C", "Cl", "Cl", "H", "Cl", "C", "Cl", "Cl", "H", "C", "N", "C", "C", "O", "H", "H", "H", "H", "H", "H", "H"],
  "positions_angstrom": [[-0.27, -3.60, 4.20], [-1.32, -2.59, 4.61], [-1.44, -2.60, 6.00], [-2.62, -2.53, 6.68], [-3.63, -2.09, 6.12], [-2.49, -3.25, 8.10], [-1.16, -3.50, 8.30], [-3.00, -2.42, 9.07], [-3.18, -4.36, 8.02], [-0.71, -4.59, 4.09], [0.56, -3.84, 4.87], [0.10, -3.18, 3.26], [-2.23, -2.89, 4.08], [-1.01, -1.60, 4.27], [-7.09, 1.93, 4.63], [-6.56, 1.50, 3.24], [-5.28, 2.22, 3.10], [-4.71, 2.17, 1.88], [-5.24, 1.59, 0.94], [-3.35, 2.86, 1.87], [-3.40, 3.95, 2.74], [-2.35, 2.10, 2.38], [-3.05, 3.07, 0.64], [-7.05, 2.99, 4.89], [-6.55, 1.38, 5.41], [-8.13, 1.61, 4.64], [-7.36, 1.67, 2.53], [-6.41, 0.42, 3.30], [-5.33, -4.95, -2.05], [-5.57, -3.59, -2.72], [-4.49, -3.21, -3.64], [-3.28, -2.86, -3.18], [-3.00, -2.41, -2.06], [-2.19, -3.05, -4.20], [-2.72, -3.25, -5.43], [-1.38, -1.94, -4.13], [-1.50, -4.12, -3.81], [-4.47, -4.96, -1.38], [-5.12, -5.75, -2.76], [-6.12, -5.11, -1.31], [-6.00, -2.83, -2.06], [-6.37, -3.62, -3.45], [7.86, 4.34, -0.92], [7.49, 5.40, 0.50], [6.69, 6.86, -0.23], [8.98, 5.89, 1.35], [6.90, 4.89, 1.26], [6.94, 5.50, -7.28], [6.92, 6.49, -5.84], [5.28, 6.82, -5.37], [7.79, 7.98, -6.10], [7.41, 5.96, -5.02], [4.67, -3.14, 0.92], [4.90, -4.12, -0.57], [6.47, -3.91, -1.44], [3.54, -3.93, -1.61], [4.95, -5.16, -0.25], [6.12, 0.68, -5.62], [6.91, -0.16, -7.01], [6.49, -1.93, -6.84], [8.69, 0.09, -6.96], [6.60, 0.20, -7.99], [1.89, 2.89, -2.50], [2.13, 2.32, -1.20], [1.58, 0.97, -1.03], [2.94, 2.98, -0.34], [3.39, 2.43, 0.68], [0.81, 2.88, -2.65], [2.30, 2.28, -3.31], [2.22, 3.92, -2.64], [0.49, 1.04, -0.98], [1.95, 0.32, -1.83], [1.90, 0.47, -0.11], [3.25, 3.97, -0.73]],
  "smiles": "CCOC(=O)C(F)(F)F.CCOC(=O)C(F)(F)F.CCOC(=O)C(F)(F)F.ClC(Cl)Cl.ClC(Cl)Cl.ClC(Cl)Cl.ClC(Cl)Cl.CN(C)C=O",
  "homo_lumo_gap_ev": 9.362,
  "total_energy_ev": -210671.466,
  "max_force_ha_per_bohr": 0.076
}



{
  "formula": "C4H6O2",
  "method": "ωB97M-V/def2-TZVPD",
  "elements": ["O", "C", "C", "C", "C", "O", "H", "H", "H", "H", "H", "H"],
  "positions_angstrom": [[0.66, 1.60, -1.50], [0.16, 0.69, -0.90], [-1.21, 0.45, -0.26], [-0.48, -0.44, 0.78], [0.74, -0.55, -0.19], [2.05, -0.56, 0.29], [-1.72, 1.35, 0.10], [-1.88, -0.11, -0.91], [-0.96, -1.37, 1.07], [-0.20, 0.13, 1.67], [0.63, -1.43, -0.84], [2.21, 0.28, 0.75]],
  "smiles": "O=C1CC[C@@H]1O",
  "de_lowest_kcal_mol": 30.7,
  "homo_lumo_gap_ev": 10.286,
  "total_energy_ev": -8339.128,
  "max_force_ha_per_bohr": 0.012
}



{
  "formula": "C4H8N4",
  "method": "ωB97M-V/def2-TZVPD",
  "elements": ["C", "C", "C", "C", "H", "H", "H", "H", "H", "H", "H", "H", "N", "N", "N", "N"],
  "positions_angstrom": [[-2.62, -1.00, 0.07], [-0.67, 0.37, 0.09], [1.43, -0.23, 0.01], [1.51, 1.09, 0.07], [-2.31, -1.52, 1.07], [-3.68, -0.95, 0.28], [-2.29, -1.75, -0.65], [-2.33, 1.13, -0.92], [2.33, -2.20, 0.80], [3.59, -0.65, -0.27], [2.30, 1.88, -0.19], [-0.12, 2.73, -0.21], [-2.13, 0.34, -0.21], [0.17, -0.56, -0.04], [2.47, -1.32, -0.18], [0.14, 1.54, 0.25]],
  "de_lowest_kcal_mol": 131.3,
  "homo_lumo_gap_ev": 8.363,
  "total_energy_ev": -10232.550,
  "max_force_ha_per_bohr": 0.120
}



{
  "formula": "C20H35BCl4GeN6PbS2Sb",
  "method": "ωB97M-V/def2-TZVPD",
  "elements": ["Pb", "N", "C", "C", "N", "H", "H", "H", "H", "H", "H", "H", "H", "C", "N", "C", "C", "N", "B", "N", "C", "C", "N", "C", "C", "S", "C", "S", "H", "H", "H", "H", "H", "H", "H", "H", "H", "H", "H", "H", "Cl", "Ge", "Cl", "Cl", "C", "Sb", "C", "C", "H", "H", "H", "H", "H", "H", "H", "H", "H", "Cl", "C", "C", "C", "C", "C", "C", "C", "H", "H", "H", "H", "H", "H"],
  "positions_angstrom": [[-0.92, 0.19, 0.18], [-2.94, 1.81, 1.19], [-3.85, 1.17, 2.13], [-3.07, 0.44, 3.21], [-2.27, -0.65, 2.63], [-2.40, 2.55, 1.63], [-3.44, 2.24, 0.41], [-4.45, 0.44, 1.57], [-4.54, 1.87, 2.60], [-3.77, 0.09, 3.97], [-2.39, 1.14, 3.70], [-2.87, -1.42, 2.37], [-1.61, -1.01, 3.31], [4.21, -2.06, -0.30], [3.25, -1.79, -1.36], [3.16, -2.47, -2.56], [2.15, -1.89, -3.25], [1.65, -0.86, -2.49], [0.45, 0.04, -2.90], [0.95, 1.52, -2.91], [2.06, 1.90, -3.63], [2.29, 3.21, -3.39], [1.30, 3.63, -2.53], [1.18, 4.96, -1.97], [0.49, 2.58, -2.23], [-0.86, 2.71, -1.19], [2.33, -0.80, -1.33], [2.16, 0.33, -0.05], [5.00, -1.31, -0.30], [4.64, -3.04, -0.46], [3.70, -2.02, 0.66], [3.80, -3.30, -2.80], [1.73, -2.14, -4.21], [0.09, -0.30, -4.00], [-0.46, -0.09, -2.11], [2.60, 1.20, -4.25], [3.05, 3.87, -3.76], [1.73, 5.65, -2.60], [1.58, 4.99, -0.96], [0.13, 5.25, -1.94], [-5.73, -2.09, -2.19], [-3.24, -0.23, -2.01], [-0.38, -4.70, -3.79], [-2.64, -2.99, -1.90], [2.70, 2.68, 2.39], [0.73, 1.96, 2.80], [0.31, 3.35, 4.38], [1.32, 0.35, 4.10], [3.20, 2.92, 3.33], [2.64, 3.56, 1.76], [3.25, 1.91, 1.86], [1.12, 3.34, 5.10], [-0.62, 3.09, 4.88], [0.21, 4.36, 3.97], [2.14, 0.68, 4.74], [1.66, -0.49, 3.49], [0.48, 0.04, 4.71], [-4.34, -5.02, -0.51], [-3.74, -4.72, -2.16], [-4.24, -1.80, -1.30], [-1.81, -2.34, -0.43], [-0.50, -2.95, -0.19], [0.16, -2.74, 0.96], [0.06, -3.70, -1.32], [-0.79, -3.91, -2.31], [-4.39, -2.02, -0.25], [-2.53, -2.48, 0.37], [1.16, -3.12, 1.10], [-0.30, -2.20, 1.79], [1.10, -4.03, -1.28], [-2.84, -5.36, -2.19]],
  "de_lowest_kcal_mol": 354.1,
  "homo_lumo_gap_ev": [5.508, 6.195],
  "s_squared": 0.76,
  "spin_multiplicity": 2,
  "total_energy_ev": -170977.341,
  "max_force_ha_per_bohr": 0.009
}



{
  "formula": "C5H10O",
  "method": "ωB97M-V/def2-TZVPD",
  "elements": ["C", "C", "O", "C", "C", "C", "H", "H", "H", "H", "H", "H", "H", "H", "H", "H"],
  "positions_angstrom": [[1.53, 0.58, -0.51], [0.42, -0.38, -0.21], [0.84, -1.47, 0.49], [-0.66, -0.53, -1.18], [-1.17, 0.24, 0.04], [-0.13, 0.70, 1.70], [1.13, 1.54, -0.84], [2.14, 0.15, -1.31], [2.12, 0.74, 0.39], [0.20, -2.19, 0.40], [-0.58, 0.02, -2.11], [-1.09, -1.53, -1.31], [-1.97, -0.29, 0.55], [-1.38, 1.28, -0.19], [-0.42, -0.24, 2.21], [-0.98, 1.39, 1.91]],
  "de_lowest_kcal_mol": 134.8,
  "homo_lumo_gap_ev": 7.915,
  "total_energy_ev": -7388.919,
  "max_force_ha_per_bohr": 0.008
}



Question: Which formula does entry 2 have?
Answer: C19H26Cl12F9NO7



Question: Number 6 is which compound?
Answer: C5H10O